# C56H88BrN13O6S

C56H88BrN13O6S as an isolated structure at a distorted geometry (ωB97M-V/def2-TZVPD, the Open Molecules 2025 dataset).

Calculated values
DFT total energy ... -6321.665997 a.u.
Kohn-Sham gap ... 0.2613 Ha
Spin multiplicity ... 1
ΔE to the lowest compared entry with this formula, charge and spin ... 140.9 kcal per mole
LUMO level ... -0.0585 Eh

Element x y z (Å)
C -1.423 -2.986 -1.862
C -2.165 -4.006 -0.831
O -2.309 -3.553 0.354
N -2.681 -5.324 -1.243
C -2.157 -6.442 -0.438
C -1.029 -6.365 0.688
O -2.628 -7.600 -0.701
C -2.595 -5.562 -2.696
C -1.312 -5.959 -3.500
C 0.104 -6.101 -2.768
O 0.222 -7.435 -2.163
O -0.165 -8.389 -3.038
C -1.335 -6.240 -5.047
C -0.057 -6.695 -5.892
C 0.820 -5.479 -6.444
O 1.245 -4.507 -5.765
O 1.171 -5.529 -7.832
C -2.711 -6.082 -5.776
N -2.917 -6.285 -7.196
S -4.588 -5.963 -7.408
N -5.268 -5.556 -5.883
C -4.065 -5.652 -5.041
C -3.935 -5.407 -3.497
C -5.261 -4.959 -2.673
C -5.371 -3.328 -2.701
C -6.494 -2.897 -3.780
Br -5.953 -2.579 -0.940
H -0.352 -3.297 -2.102
H -2.084 -2.839 -2.800
H -1.386 -1.945 -1.364
H -0.057 -5.859 0.371
H -0.792 -7.441 1.042
H -1.496 -5.847 1.613
H 0.290 -5.303 -1.970
H 0.984 -6.026 -3.521
H -1.056 -8.750 -2.789
H -0.472 -7.256 -6.820
H 0.591 -7.484 -5.345
H 1.540 -4.650 -8.092
H -6.141 -5.464 -3.197
H -5.211 -5.258 -1.571
H -4.384 -2.839 -3.049
H -7.009 -1.938 -3.429
H -7.286 -3.739 -3.787
H -5.972 -2.806 -4.794
C 1.913 0.944 1.013
C 0.700 1.790 0.639
C -0.491 0.949 0.174
C -0.112 0.159 -1.046
N 0.187 -0.466 -2.006
H 2.291 0.380 0.156
H 2.727 1.582 1.366
H 1.665 0.235 1.810
H 0.988 2.494 -0.148
H 0.400 2.384 1.507
H -1.336 1.598 -0.069
H -0.807 0.260 0.963
C 0.752 -8.325 -10.087
C 0.692 -9.711 -9.454
C -0.544 -10.507 -9.878
C -1.790 -9.777 -9.459
N -2.770 -9.200 -9.128
H -0.094 -7.704 -9.780
H 1.663 -7.805 -9.780
H 0.751 -8.393 -11.180
H 0.708 -9.604 -8.364
H 1.590 -10.269 -9.735
H -0.535 -11.494 -9.410
H -0.559 -10.646 -10.962
C 3.063 1.221 -6.543
C 2.372 0.139 -5.720
C 1.161 0.662 -4.945
C 1.596 1.737 -3.985
N 1.940 2.587 -3.234
H 3.464 2.016 -5.909
H 3.902 0.797 -7.100
H 2.370 1.670 -7.261
H 3.098 -0.295 -5.024
H 2.049 -0.664 -6.389
H 0.694 -0.152 -4.384
H 0.414 1.073 -5.630
C -4.263 -1.633 4.624
C -3.734 -2.756 3.741
C -2.221 -2.949 3.873
C -1.510 -1.688 3.466
N -0.954 -0.692 3.146
H -3.834 -0.671 4.344
H -5.347 -1.547 4.521
H -4.034 -1.820 5.679
H -3.991 -2.540 2.699
H -4.237 -3.690 4.009
H -1.890 -3.770 3.232
H -1.953 -3.194 4.904
C -3.380 4.261 2.639
C -3.652 3.727 1.238
C -4.896 2.839 1.167
C -4.721 1.648 2.066
N -4.583 0.708 2.774
H -3.182 3.454 3.348
H -2.502 4.911 2.633
H -4.230 4.842 3.008
H -2.777 3.164 0.897
H -3.777 4.572 0.553
H -5.053 2.494 0.142
H -5.786 3.395 1.477
C -0.444 2.702 5.378
C -0.328 3.886 6.333
C -1.556 4.048 7.231
C -2.778 4.280 6.388
N -3.738 4.463 5.718
H -1.279 2.823 4.683
H 0.465 2.608 4.778
H -0.587 1.766 5.928
H -0.173 4.799 5.749
H 0.557 3.752 6.960
H -1.419 4.899 7.904
H -1.706 3.154 7.842
C 4.622 4.236 7.617
C 4.737 5.419 8.571
C 3.509 5.581 9.470
C 2.286 5.813 8.627
N 1.324 5.996 7.960
H 3.786 4.359 6.922
H 5.531 4.143 7.019
H 4.479 3.302 8.168
H 4.892 6.332 7.987
H 5.623 5.284 9.199
H 3.645 6.431 10.143
H 3.358 4.686 10.080
C 0.262 9.415 1.567
C -1.196 9.130 1.912
C -1.350 8.101 3.035
C -0.730 6.798 2.617
N -0.223 5.761 2.282
H 0.771 8.522 1.195
H 0.325 10.172 0.783
H 0.807 9.783 2.441
H -1.711 8.777 1.013
H -1.680 10.064 2.214
H -2.409 7.940 3.255
H -0.864 8.453 3.949
C 3.568 6.569 -1.073
C 2.480 6.969 -2.064
C 2.616 8.415 -2.547
C 2.514 9.356 -1.378
N 2.433 10.095 -0.455
H 3.522 7.169 -0.160
H 3.448 5.523 -0.780
H 4.563 6.687 -1.514
H 1.502 6.825 -1.594
H 2.523 6.299 -2.928
H 1.824 8.649 -3.263
H 3.578 8.566 -3.044
C 8.722 1.469 4.979
C 8.031 0.408 5.830
C 6.837 0.958 6.613
C 7.293 2.043 7.548
N 7.667 2.899 8.291
H 9.141 2.269 5.595
H 9.548 1.026 4.418
H 8.023 1.913 4.264
H 8.762 -0.022 6.523
H 7.689 -0.402 5.180
H 6.369 0.160 7.195
H 6.085 1.366 5.931